Computed, not measured: C17H27AuN7O2Si as an isolated structure, with wB97M-V/def2-TZVPD.

```
55
Properties=species:S:1:pos:R:3
Au 0.249 0.557 0.277
N -0.152 -1.752 0.660
N 0.884 -2.517 0.129
C 2.039 -1.950 -0.308
N 2.975 -2.782 -0.740
N 2.092 -0.622 -0.254
N 3.274 0.060 -0.530
O 4.240 -0.521 -0.992
O 3.242 1.230 -0.254
H -0.305 -1.975 1.638
H -1.003 -1.882 0.125
H 0.767 -3.516 0.076
H 2.840 -3.778 -0.695
H 3.844 -2.389 -1.068
C 1.159 2.849 -1.816
N 0.122 2.335 -0.934
C -1.058 2.863 -0.917
C -2.095 2.244 -0.174
C -3.384 2.626 0.190
C -3.867 1.619 1.032
C -2.858 0.666 1.145
N -1.800 1.027 0.396
C 1.497 1.847 -2.899
C 0.505 1.060 -3.478
C 0.821 0.155 -4.481
C 2.134 0.027 -4.915
C 3.126 0.811 -4.344
C 2.809 1.714 -3.340
H 2.047 3.073 -1.229
H 0.800 3.786 -2.255
H -1.245 3.769 -1.489
H -3.901 3.520 -0.120
H -4.839 1.570 1.494
H -2.870 -0.256 1.709
H -0.524 1.151 -3.149
H 0.040 -0.444 -4.930
H 2.380 -0.675 -5.701
H 4.151 0.721 -4.680
H 3.590 2.317 -2.892
C 3.439 0.468 2.891
Si 1.704 0.741 3.535
C 0.940 -0.933 3.941
C 1.771 1.803 5.077
C 0.571 1.648 2.343
H 4.087 0.162 3.716
H 3.865 1.372 2.455
H 3.476 -0.325 2.142
H 1.344 -1.331 4.874
H 1.182 -1.675 3.174
H -0.146 -0.873 4.056
H 2.340 1.300 5.862
H 0.776 2.018 5.468
H 2.262 2.755 4.868
H 0.881 2.628 1.984
H -0.473 1.677 2.655
```

spin multiplicity	3
lowest unoccupied orbital energy (spin up / spin down)	-3.0 / -4.5	eV
energy above the lowest of the compared OMol25 structures with the same formula, charge and spin	0.0	kcal/mol
charge	+1
F_max	0.50	eV/A


Computed, not measured: C17H27CdN3O2Si2 as an isolated structure, with wB97M-V/def2-TZVPD.

```
52
Properties=species:S:1:pos:R:3
Cd -0.294 0.706 -1.366
C 2.051 1.080 1.535
Si 0.950 -0.438 1.521
C 0.778 -1.018 3.300
C 1.839 -1.814 0.601
C -0.664 -0.088 0.663
C -1.356 -1.321 0.184
C -1.906 -2.297 1.023
C -2.541 -3.395 0.479
C -2.633 -3.520 -0.902
C -2.068 -2.526 -1.675
N -1.447 -1.465 -1.156
Si -1.879 1.129 1.407
C -2.623 0.550 3.032
C -1.058 2.781 1.710
C -3.306 1.356 0.212
H 3.080 0.789 1.763
H 1.741 1.805 2.287
H 2.057 1.593 0.570
H 1.768 -1.246 3.705
H 0.180 -1.929 3.375
H 0.326 -0.264 3.944
H 2.744 -2.105 1.139
H 2.137 -1.505 -0.402
H 1.211 -2.703 0.506
H -1.830 -2.179 2.094
H -2.969 -4.150 1.127
H -3.126 -4.362 -1.365
H -2.113 -2.569 -2.757
H -1.874 0.411 3.812
H -3.171 -0.387 2.918
H -3.337 1.298 3.389
H -0.343 2.740 2.533
H -1.818 3.521 1.972
H -0.534 3.152 0.825
H -3.793 0.402 -0.008
H -2.994 1.801 -0.736
H -4.061 2.016 0.648
O -0.726 4.245 -2.953
N -0.424 3.241 -2.374
O -1.165 2.197 -2.661
C 4.316 0.342 -3.466
C 3.772 1.558 -3.090
C 2.462 1.591 -2.643
N 1.705 0.492 -2.564
C 2.234 -0.678 -2.931
C 3.532 -0.798 -3.391
H 5.337 0.282 -3.817
H 4.346 2.472 -3.140
H 1.985 2.520 -2.352
H 1.587 -1.543 -2.852
H 3.915 -1.767 -3.677
```

lowest unoccupied orbital energy	0.1	eV
energy above the lowest of the compared OMol25 structures with the same formula, charge and spin	0.4	kcal/mol
F_max	0.17	eV/A


Computed, not measured: C17H27Cl5MoN5O2 as an isolated structure, with wB97M-V/def2-TZVPD.

```
57
Properties=species:S:1:pos:R:3
Mo -0.025 0.988 0.187
N 0.132 2.110 2.117
C -1.086 2.980 2.199
C -1.281 3.712 0.858
N -0.397 3.112 -0.212
C 0.942 3.824 -0.221
C 2.125 2.941 -0.607
N 2.060 1.609 0.086
C -1.099 3.233 -1.545
C -0.387 2.423 -2.606
N -0.102 1.054 -2.055
H 0.180 1.501 2.932
H 0.953 2.703 2.193
H -1.002 3.682 3.024
H -1.932 2.332 2.404
H -1.070 4.777 0.933
H -2.315 3.613 0.541
H 1.104 4.241 0.772
H 0.893 4.678 -0.896
H 3.046 3.460 -0.355
H 2.160 2.753 -1.673
H 2.511 1.654 0.997
H 2.612 0.921 -0.426
H -1.184 4.280 -1.835
H -2.108 2.849 -1.409
H 0.549 2.886 -2.903
H -1.003 2.370 -3.501
H 0.685 0.635 -2.544
H -0.873 0.409 -2.252
O 0.785 -0.951 -0.246
C 0.087 -1.871 -0.837
O -0.860 -1.677 -1.589
C 0.513 -3.306 -0.527
N -0.086 -4.204 -1.589
C 1.055 -4.622 -2.488
C 2.183 -4.807 -1.489
C 2.030 -3.599 -0.547
H 0.045 -3.555 0.426
H -0.825 -3.679 -2.066
H -0.509 -5.031 -1.169
H 1.245 -3.791 -3.167
H 0.776 -5.501 -3.061
H 3.154 -4.847 -1.976
H 2.049 -5.744 -0.944
H 2.565 -2.734 -0.936
H 2.409 -3.800 0.452
Cl 1.288 -0.787 3.101
C -0.389 -0.979 2.698
C -0.907 -0.266 1.634
C -2.231 -0.427 1.333
Cl -2.708 0.563 -0.047
C -3.099 -1.254 2.012
Cl -4.726 -1.372 1.541
C -2.569 -1.968 3.093
Cl -3.578 -2.993 3.991
C -1.212 -1.830 3.439
Cl -0.573 -2.695 4.754
```

spin multiplicity	3
lowest unoccupied orbital energy (spin up / spin down)	-9.2 / -10.1	eV
energy above the lowest of the compared OMol25 structures with the same formula, charge and spin	1.3	kcal/mol
charge	+3
F_max	0.67	eV/A